Computed, not measured: a single C5H7FN2S molecule at a distorted geometry, with ωB97M-V/def2-TZVPD.

```
16
Properties=species:S:1:pos:R:3:forces:R:3:nbo_charge:R:1
C 1.1583 -0.6560 -1.2266 0.30 -0.09 0.01 0.175
C 1.2134 -0.1381 1.1098 0.28 -0.07 0.06 0.181
C 1.9681 -0.8499 0.0238 -0.20 0.10 -0.01 -0.591
C -0.7033 -0.7372 0.0643 -2.86 0.90 -0.22 0.538
C -2.1668 1.6916 -0.0323 0.03 -0.56 -0.10 -0.748
N -0.0984 -0.5866 -1.2137 -0.09 -0.08 -0.67 -0.449
N -0.0435 -0.0617 1.1256 -0.11 0.19 0.59 -0.456
F -0.8298 -2.0608 0.3670 0.13 -0.23 0.00 -0.347
S -2.5979 -0.0730 -0.0657 2.18 -0.50 0.33 0.124
H 1.6587 -0.5312 -2.1767 0.17 -0.08 -0.19 0.193
H 1.7577 0.3663 1.8966 0.17 0.01 0.19 0.192
H 1.9639 -1.9209 0.2620 0.12 0.05 -0.02 0.275
H 3.0003 -0.5180 -0.0724 -0.04 0.00 0.01 0.240
H -1.4974 1.8641 0.8055 -0.03 0.14 0.06 0.230
H -3.0905 2.2437 0.1031 -0.06 0.09 0.00 0.230
H -1.6928 1.9676 -0.9701 0.00 0.15 -0.04 0.213
```
Forces are in eV/Å.

Output
Highest occupied orbital energy, Ha: -0.3098
Kohn-Sham gap, eV: 8.7
Spin multiplicity: 1
LUMO energy, eV: 0.2658
Total energy, a.u.: -802.2395
SMILES: CSC1(F)N=CCC=N1
Energy relative to the best compared isomer or geometry (same formula, charge and spin), kJ/mol: 0.0
Charge: 0


Computed, not measured: a molecular structure, C5H7FN2S at a distorted geometry, with ωB97M-V/def2-TZVPD.

```
16
Properties=species:S:1:pos:R:3:forces:R:3:nbo_charge:R:1
C 0.7676 -1.5993 -1.0784 -0.78 0.79 0.04 0.283
C -0.9001 -0.2768 0.1600 -2.36 -0.76 -1.47 -0.028
C 1.0542 1.5390 0.9748 0.65 1.22 0.79 -0.053
C 0.2628 2.3986 0.0913 -0.23 0.53 -0.34 -0.116
C -0.3855 3.1060 -0.6337 0.37 -0.20 0.27 -0.158
H 2.0854 -0.8020 -2.1994 -0.07 -0.11 0.00 0.314
H 0.3033 -2.4777 -0.6381 0.01 0.09 -0.01 0.200
H 0.5499 0.4555 -1.0629 -0.15 -0.32 -0.29 0.391
H -1.1744 0.7700 0.3017 -0.72 -0.51 -0.51 0.195
H 0.9797 1.8917 2.0090 0.01 -0.04 -0.17 0.228
H 2.1085 1.5570 0.6752 -0.19 -0.13 0.04 0.220
H -0.9593 3.7369 -1.2763 0.06 -0.08 0.08 0.255
N 1.7544 -1.7111 -1.8635 0.30 0.08 -0.01 -0.675
N 0.1604 -0.3968 -0.6839 -2.28 -3.96 -7.57 -0.615
F 0.6076 0.2318 0.9255 5.57 3.58 9.21 -0.303
S -1.7224 -1.4667 0.9131 -0.19 -0.19 -0.07 -0.139
```
Forces are in eV/Å.

Output
Highest occupied orbital energy, Ha: -0.3050
Kohn-Sham gap, eV: 8.7
Spin multiplicity: 1
LUMO energy, eV: 0.3723
Total energy, a.u.: -802.0456
Energy relative to the best compared isomer or geometry (same formula, charge and spin), kJ/mol: 508.9
Charge: 0


Computed, not measured: a molecular structure, C5H7FOS at a distorted geometry, with ωB97M-V/def2-TZVPD.

```
15
Properties=species:S:1:pos:R:3:forces:R:3:nbo_charge:R:1
C 1.1602 1.1152 0.5923 2.25 5.93 1.46 -0.633
C 0.7403 -0.1652 0.1228 -0.47 -1.42 -0.18 0.247
C -0.4390 -0.9431 0.6743 3.60 -3.30 -5.39 0.107
C -0.4133 -0.2379 -0.8005 -2.95 -0.14 0.44 -0.331
C -1.5329 0.8388 -0.8563 2.25 -1.47 -0.79 -0.277
H 1.5757 1.0951 1.7671 -1.19 0.20 -3.27 0.240
H 2.2321 1.4931 -0.1812 -3.61 -1.10 2.51 0.251
H 0.2465 2.0177 0.4435 3.15 -2.72 0.72 0.230
H -0.8901 -0.5589 1.4857 -2.02 0.88 2.52 0.197
H 0.4599 -2.8107 0.0965 -2.64 1.92 1.47 0.495
H -0.4572 -1.0053 -1.6197 0.13 0.91 1.02 0.269
H -1.5037 1.5764 -0.0703 -0.22 0.08 0.33 0.185
O -0.4298 -2.4275 0.5174 2.20 1.12 -0.24 -0.715
F 1.8802 -0.8788 -0.1514 -0.17 -0.93 -0.51 -0.340
S -2.6289 0.8911 -2.0203 -0.31 0.03 -0.08 0.075
```
Forces are in eV/Å.

Output
Highest occupied orbital energy, Ha: -0.3234
Kohn-Sham gap, eV: 8.6
Spin multiplicity: 1
LUMO energy, eV: -0.2382
Total energy, a.u.: -767.8443
Energy relative to the best compared isomer or geometry (same formula, charge and spin), kJ/mol: 383.2
Charge: 0


Computed, not measured: a single C5H7FOS molecule at a distorted geometry, with ωB97M-V/def2-TZVPD.

```
15
Properties=species:S:1:pos:R:3:forces:R:3:nbo_charge:R:1
C -0.7414 0.0273 1.6899 -0.57 0.57 1.22 -0.643
C -0.2558 -0.0326 0.2805 -1.02 1.08 -1.01 0.129
C -1.1846 -0.8735 -0.5495 -1.03 -1.01 -1.11 0.015
C 1.8652 0.1403 -0.6196 -0.71 1.65 -1.28 0.112
C 1.3761 1.2568 -1.1696 1.06 0.65 -1.26 -0.453
H -0.8515 -0.9951 2.1472 -0.08 0.96 -0.55 0.225
H 0.0500 0.5603 2.2562 -0.75 -0.13 -0.09 0.241
H -1.7273 0.6182 1.7141 1.45 -0.99 0.24 0.229
H -1.3733 -1.8481 -0.0497 -0.09 0.54 -0.22 0.172
H -2.1662 -0.3142 -0.7909 1.56 -0.94 0.48 0.190
H 2.8363 -0.2748 -0.8077 0.07 -0.33 0.11 0.213
H 1.9479 1.8039 -2.0136 -1.35 -0.71 1.85 0.254
O 1.0408 -0.5121 0.2057 0.73 -1.59 1.43 -0.495
F -0.5493 -1.2083 -1.7641 -0.59 0.40 0.53 -0.371
S -0.2670 1.6519 -0.5289 1.35 -0.14 -0.34 0.182
```
Forces are in eV/Å.

Output
Highest occupied orbital energy, Ha: -0.2905
Kohn-Sham gap, eV: 8.7
Spin multiplicity: 1
LUMO energy, eV: 0.7994
Total energy, a.u.: -767.9601
SMILES: C[C@]1(CF)OC=CS1
Energy relative to the best compared isomer or geometry (same formula, charge and spin), kJ/mol: 79.1
Charge: 0


Computed, not measured: a single C5H7FS2 molecule at a distorted geometry, with ωB97M-V/def2-TZVPD.

```
15
Properties=species:S:1:pos:R:3:forces:R:3:nbo_charge:R:1
C -1.9470 0.3025 -0.3772 3.28 0.04 0.45 -0.086
C -0.3770 -0.0395 0.1050 -1.86 0.61 -0.39 -0.355
C -1.2084 -0.9773 -0.7616 -1.92 0.43 -0.57 -0.427
C 2.2184 0.3925 0.4465 -1.87 1.64 -0.84 -0.626
C 0.8521 0.6956 -0.2469 1.90 1.30 -4.42 0.224
F 0.6231 2.0768 -0.0806 -0.05 -0.18 0.20 -0.378
S -3.0625 1.4197 -0.0316 0.85 -1.39 -0.67 0.164
S -1.9348 -2.3699 0.0815 -0.09 -0.75 0.19 0.047
H -0.3591 -0.1667 1.1685 -0.50 -0.94 0.59 0.228
H -1.1297 -1.3625 -1.8472 0.61 1.40 1.64 0.288
H 2.1181 0.7188 1.4523 -0.08 -0.26 1.24 0.214
H 3.0392 1.0054 0.0574 -0.39 -0.29 -0.46 0.228
H 2.3732 -0.6312 0.3199 0.71 -1.69 0.18 0.214
H 1.0354 0.5786 -1.4377 -0.41 0.19 2.48 0.149
H -2.2412 -1.6429 1.1518 -0.18 -0.10 0.37 0.118
```
Forces are in eV/Å.

Output
Highest occupied orbital energy, Ha: -0.3086
Kohn-Sham gap, eV: 7.7
Spin multiplicity: 1
LUMO energy, eV: -0.6725
Total energy, a.u.: -1090.8302
SMILES: C[C@H](F)[C@H]1C(=S)[C@@H]1S
Energy relative to the best compared isomer or geometry (same formula, charge and spin), kJ/mol: 285.6
Charge: 0


Computed, not measured: 2 unconnected molecules or ions with the total composition C5H7I at a distorted geometry, with ωB97M-V/def2-TZVPD.

```
13
Properties=species:S:1:pos:R:3:forces:R:3:nbo_charge:R:1
C -0.3505 1.0042 -2.1250 1.07 1.47 -1.36 -0.331
C -0.2266 0.4456 -0.9881 2.04 -0.79 1.22 0.034
C -1.2516 -0.2095 -1.8960 -2.06 0.24 0.81 -0.440
C 1.4671 -0.3424 1.8122 2.07 0.56 3.13 -0.714
C 1.6554 0.6845 0.7750 -0.37 -2.39 -1.74 -0.226
I 3.3023 0.5214 -0.5014 -0.36 0.21 0.34 0.183
H -0.1028 1.8682 -2.7830 -0.37 -1.19 0.48 0.234
H -2.2097 0.1933 -1.5387 -0.42 -1.08 -0.57 0.165
H -1.3597 -1.2297 -2.4037 1.05 1.55 0.61 0.203
H 1.7375 -1.4160 1.6589 -0.73 1.05 -0.38 0.248
H 2.1870 -0.0507 2.7672 -1.05 -0.50 -2.25 0.221
H 0.5414 -0.1046 2.3309 -0.55 -0.79 -0.35 0.242
H 1.3323 1.6362 1.0371 -0.30 1.67 0.07 0.182
```
Forces are in eV/Å.

Output
Highest occupied orbital energy (alpha / beta), Ha: -0.3171 / -0.2944
Kohn-Sham gap (alpha / beta), eV: 8.3 / 7.2
Spin multiplicity: 1
LUMO energy (alpha / beta), eV: -0.2858 / -0.7954
Total energy, a.u.: -492.1382
Energy relative to the best compared isomer or geometry (same formula, charge and spin), kJ/mol: 552.0
Charge: 0